DFT (ωB97M-V with the def2-TZVPD basis set) results for an isolated molecule of C25H27ClN2O7S in a non-equilibrium geometry.

Output
Gap between HOMO and LUMO, eV: 8.42
Energy relative to the best compared isomer or geometry (same formula, charge and spin), kJ/mol: 0.00
Molecular weight, g/mol: 535.02
HOMO level, eV: -9.1
Lowest unoccupied orbital energy, hartree: -0.0264

Positions of all 63 atoms, in Å:
C  5.2115  0.1046  2.5395
O  4.1490  0.0733  3.4543
C  3.4343  1.2903  3.5128
C  2.3715  1.2103  4.6043
C  1.4624  -0.0136  4.4484
N  0.8557  -0.0758  3.1413
C  -0.1245  0.7599  2.7375
O  -0.6444  1.6238  3.4088
C  -0.4385  0.4047  1.2831
O  -1.2532  0.9608  0.5804
C  0.4720  -0.6830  0.9409
C  0.6515  -1.2444  -0.2752
O  1.6629  -2.1196  -0.4560
C  -0.1898  -0.9149  -1.4385
C  -1.5778  -1.0065  -1.3549
C  -2.3552  -0.6720  -2.4475
C  -1.7442  -0.2506  -3.6137
S  -2.7593  0.3392  -4.9705
O  -1.9948  0.2686  -6.1798
O  -4.0365  -0.3023  -4.9082
N  -2.9928  1.9480  -4.6294
C  -3.8086  2.2603  -3.4774
C  -4.2395  3.7260  -3.5880
O  -3.1215  4.5764  -3.6944
C  -2.3381  4.2555  -4.8187
C  -1.8394  2.8094  -4.7439
C  -0.3694  -0.1767  -3.7211
C  0.4128  -0.5242  -2.6340
C  1.2913  -1.0398  2.1555
C  1.0037  -2.4575  2.6001
C  -0.2850  -2.8127  2.9806
C  -0.5698  -4.1041  3.3813
C  0.4454  -5.0488  3.3977
Cl  0.0968  -6.6666  3.8937
C  1.7354  -4.7103  3.0224
C  2.0084  -3.4131  2.6265
H  4.8560  0.3011  1.5188
H  5.6865  -0.8739  2.5770
H  5.9450  0.8755  2.8054
H  4.1235  2.1205  3.7300
H  2.9639  1.4955  2.5372
H  1.7660  2.1158  4.5633
H  2.8559  1.1514  5.5788
H  0.6682  0.0426  5.1987
H  2.0393  -0.9274  4.5943
H  1.6614  -2.4565  -1.3625
H  -2.0367  -1.3393  -0.4383
H  -3.4306  -0.7408  -2.4177
H  -4.6723  1.5967  -3.4976
H  -3.2455  2.1149  -2.5425
H  -4.7756  4.0385  -2.6910
H  -4.8859  3.8456  -4.4696
H  -1.5006  4.9547  -4.8176
H  -2.9279  4.3838  -5.7380
H  -1.3086  2.5288  -5.6532
H  -1.1762  2.6975  -3.8715
H  0.0658  0.1396  -4.6557
H  1.4899  -0.4522  -2.6996
H  2.3673  -0.9405  1.9689
H  -1.0701  -2.0705  2.9680
H  -1.5692  -4.3796  3.6785
H  2.5162  -5.4540  3.0433
H  3.0119  -3.1426  2.3350

Quick look at the Löwdin charges, all values in e:
1 C -0.12
2 O -0.21
3 C -0.24
4 C -0.13
5 C -0.12
6 N 0.00
7 C -0.38
8 O 0.11
9 C -0.24
10 O 0.13
11 C -0.03
12 C -0.19
13 O 0.12
14 C -0.15
15 C 0.01
16 C -0.03
17 C -0.25
18 S 0.66
19 O -0.28
20 O -0.27
21 N -0.24
22 C -0.17
23 C -0.18
24 O -0.12
25 C -0.18
26 C -0.17
27 C -0.04
28 C 0.00
29 C -0.18
30 C -0.17
31 C -0.01
32 C -0.09
33 C -0.68
34 Cl 0.67
35 C -0.09
36 C -0.02
37 H 0.09
38 H 0.09
39 H 0.09
40 H 0.13
41 H 0.13
42 H 0.12
43 H 0.12
44 H 0.14
45 H 0.13
46 H 0.13
47 H 0.13
48 H 0.12
49 H 0.12
50 H 0.13
51 H 0.13
52 H 0.13
53 H 0.13
54 H 0.13
55 H 0.12
56 H 0.13
57 H 0.12
58 H 0.13
59 H 0.15
60 H 0.13
61 H 0.11
62 H 0.11
63 H 0.12

=====

DFT (ωB97M-V with the def2-TZVPD basis set) results for a cluster of 5 separate species, C13H30NO14S3 in total in a non-equilibrium geometry.

Output
Gap between HOMO and LUMO, eV: 7.94
Energy relative to the best compared isomer or geometry (same formula, charge and spin), kJ/mol: 0.00
Molecular weight, g/mol: 520.58
HOMO level, eV: -5.6
Total charge: -1
Lowest unoccupied orbital energy, hartree: 0.0868

Positions of all 61 atoms, in Å:
N  -0.1719  -0.7152  1.3541
O  -0.8264  -1.6578  1.8114
O  0.0781  0.2919  2.0675
O  0.3085  -0.8079  0.1953
O  -2.3447  -2.1231  -1.4302
C  -2.9711  -1.1214  -1.4095
O  -3.9642  -0.8327  -2.3090
C  -4.5718  0.4318  -2.0439
C  -3.7110  1.1355  -0.9756
C  -2.8699  -0.0067  -0.3874
H  -5.5821  0.2774  -1.6532
H  -4.6355  0.9982  -2.9705
H  -4.3055  1.6299  -0.2059
H  -3.0923  1.9245  -1.4061
H  -3.1922  -0.3262  0.6010
H  -1.8154  0.2600  -0.2947
O  -2.5923  4.5932  2.3045
S  -1.2535  4.1092  2.5018
O  -0.2292  4.9336  3.0210
O  -1.3534  2.8259  3.4182
C  -2.5413  2.0061  3.2710
C  -2.4737  0.8695  4.2420
C  -0.6726  3.3292  1.0150
H  -2.6217  1.7223  2.2215
H  -3.3906  2.6463  3.5172
H  -3.2811  0.1429  4.1375
H  -2.5663  1.2677  5.2561
H  -1.5548  0.2894  4.1566
H  -0.6656  4.0386  0.1922
H  -1.3574  2.5194  0.7855
H  0.3075  2.9589  1.3006
O  -0.8968  -0.5557  -4.0848
S  0.2514  -1.2757  -3.6436
O  0.1436  -2.4618  -2.8778
O  1.0737  -1.5958  -4.9833
C  2.0972  -2.5956  -4.9012
C  2.5195  -2.9473  -6.3386
C  1.3383  -0.1222  -2.8262
H  1.7227  -3.5043  -4.4285
H  2.9285  -2.2157  -4.3031
H  1.6131  -2.9641  -6.9403
H  2.9949  -3.9244  -6.3454
H  3.1985  -2.1888  -6.7256
H  2.2380  -0.6459  -2.5207
H  0.7108  0.3329  -2.0686
H  1.6598  0.5585  -3.6163
O  4.5963  -3.0803  1.4783
S  3.4280  -2.2855  1.6853
O  2.1426  -2.8823  1.7597
O  3.7073  -1.5078  3.0404
C  2.6369  -0.7244  3.6183
C  2.8359  0.7594  3.3940
C  3.4649  -0.9742  0.5099
H  2.6784  -0.9106  4.6918
H  1.6831  -1.0886  3.2411
H  3.2570  0.9800  2.4102
H  3.5929  1.1357  4.0921
H  1.9180  1.3255  3.5200
H  4.4087  -0.4615  0.6621
H  2.5971  -0.3365  0.6783
H  3.3731  -1.4535  -0.4611

Quick look at the Löwdin charges, all values in e:
1 N -0.60
2 O -0.01
3 O -0.08
4 O -0.07
5 O 0.15
6 C -0.48
7 O 0.01
8 C -0.16
9 C -0.15
10 C -0.08
11 H 0.12
12 H 0.12
13 H 0.10
14 H 0.11
15 H 0.13
16 H 0.10
17 O -0.30
18 S 0.55
19 O -0.27
20 O -0.26
21 C -0.26
22 C -0.07
23 C -0.11
24 H 0.10
25 H 0.11
26 H 0.08
27 H 0.08
28 H 0.07
29 H 0.07
30 H 0.04
31 H 0.07
32 O -0.27
33 S 0.56
34 O -0.25
35 O -0.27
36 C -0.27
37 C -0.06
38 C -0.11
39 H 0.11
40 H 0.12
41 H 0.08
42 H 0.07
43 H 0.07
44 H 0.05
45 H 0.06
46 H 0.07
47 O -0.29
48 S 0.55
49 O -0.25
50 O -0.26
51 C -0.24
52 C -0.07
53 C -0.13
54 H 0.12
55 H 0.09
56 H 0.06
57 H 0.07
58 H 0.07
59 H 0.07
60 H 0.05
61 H 0.06